## one
The following is a DFT calculation (the ωB97M-V functional and the def2-TZVPD basis) of one molecule with the formula C17H19N3O2S.

Output
Kohn-Sham gap ... 8.019 eV
Highest occupied orbital energy ... -8.0591 eV
Total charge ... 0
Structure (SMILES) ... [O-][N@+]12C[C@@H]3C[C@H](C1)[C@H](Oc1nnc(-c4ccccc4)s1)[C@@H](C3)C2
E_LUMO ... -0.040 eV

Cartesian coordinates (Å):
H 0.47 -2.00 -2.03
H 2.99 3.65 3.52
H -2.08 0.92 -0.82
C -0.98 -3.16 -0.90
C -1.41 -0.65 0.60
O 0.32 0.37 -0.73
H -1.13 -2.44 1.73
C 3.29 6.96 2.52
C -2.47 0.00 -0.37
H -3.60 -2.87 -1.71
O -3.60 -0.43 -2.15
H 0.65 -1.37 0.32
C -1.91 -1.97 1.14
N 1.56 2.13 2.09
H -1.80 -1.73 -3.19
H 2.59 7.69 0.60
H -1.15 -3.82 -1.74
N -2.75 -0.97 -1.44
C 2.10 4.48 1.75
C 0.71 1.31 0.18
C 1.95 5.65 0.97
H -2.80 -1.84 1.76
H 1.47 5.58 0.01
H 4.01 5.80 4.30
H -1.26 0.02 1.47
H -2.64 -3.84 0.39
H 3.71 7.92 2.86
H -1.13 -0.17 -2.58
N 1.09 1.03 1.40
C -3.30 -2.20 -0.89
C -2.25 -2.90 -0.04
C -0.14 -0.88 -0.24
H -0.19 -3.66 -0.32
C 2.87 4.59 2.97
C 1.56 3.19 1.30
H -3.42 0.19 0.12
C 2.59 6.86 1.29
H -4.16 -1.93 -0.27
C -0.43 -1.81 -1.41
C 3.43 5.80 3.35
C -1.54 -1.16 -2.26
S 0.92 2.95 -0.31


## two
The following is a DFT calculation (the ωB97M-V functional and the def2-TZVPD basis) of one molecule with the formula C17H19N3O2S.

Output
Kohn-Sham gap ... 8.677 eV
Highest occupied orbital energy ... -8.1551 eV
Total charge ... 0
Structure (SMILES) ... Cc1ccc(OCC(=O)NNC(=S)NCc2ccccc2)cc1
E_LUMO ... 0.522 eV

Cartesian coordinates (Å):
C -0.90 2.41 1.67
H -0.20 -3.30 2.93
C 3.71 -3.24 1.78
H -0.81 5.29 -4.80
H 0.07 -1.26 1.65
H 0.86 -5.12 0.00
H 0.69 2.79 -0.32
C 0.36 4.03 -2.02
O 0.58 0.51 1.58
H 2.17 -2.26 2.89
N -1.28 0.51 0.27
H -3.19 4.57 -0.66
H 5.03 -4.37 0.54
N -0.46 -2.06 1.30
C -0.02 3.42 -0.84
H -1.52 -0.66 -1.38
C -2.19 4.42 -1.06
H -1.44 2.25 2.61
C 2.98 -4.85 0.17
O -1.80 3.06 0.81
C -1.80 5.02 -2.24
C 1.66 -4.60 0.51
C -0.51 4.83 -2.74
S -1.41 -3.19 -0.92
H -0.74 -4.11 1.43
H -0.05 6.58 -3.88
N -1.11 -0.68 -0.45
H 3.21 -5.58 -0.60
H -2.50 5.64 -2.78
H 0.88 5.15 -4.33
C -0.09 5.50 -4.01
H -2.13 1.03 0.07
C 1.36 -3.67 1.50
C -0.96 -1.95 0.06
H 1.36 3.86 -2.39
C -0.43 1.04 1.16
C 4.01 -4.17 0.80
C -0.07 -3.35 1.84
H -0.02 3.02 1.88
H 4.51 -2.71 2.28
C -1.30 3.62 -0.35
C 2.40 -2.99 2.13


Stability verdict: two, ahead by 70.1 kcal/mol


## one
The following is a DFT calculation (the ωB97M-V functional and the def2-TZVPD basis) of one molecule with the formula CH6P4.

Output
Kohn-Sham gap ... 9.204 eV
Highest occupied orbital energy ... -8.4952 eV
Total charge ... 0
Structure (SMILES) ... C[PH]#P1[PH]#[PH]1
E_LUMO ... 0.708 eV

Cartesian coordinates (Å):
P 0.80 -1.06 0.14
H 0.31 2.81 -0.56
H 1.03 1.53 -1.40
P -0.20 -2.62 1.30
H -0.68 1.60 -1.44
P -1.20 -1.76 -0.46
H -1.05 -2.93 -1.43
C 0.23 1.74 -0.72
H 1.44 1.37 1.58
H -0.85 -1.55 2.05
P 0.17 0.87 0.94


## two
The following is a DFT calculation (the ωB97M-V functional and the def2-TZVPD basis) of a 2-piece molecular cluster, CH6P4 overall.

Output
Kohn-Sham gap ... 8.410 eV
Highest occupied orbital energy ... -8.5260 eV
Total charge ... 0
Structure (SMILES) ... CP1#P2[PH]#P12.[H][H]
E_LUMO ... -0.116 eV

Cartesian coordinates (Å):
P 1.82 0.81 0.28
H 0.64 -0.02 2.04
C -0.20 -0.57 1.59
P -0.14 -0.36 -0.20
H -1.17 -0.14 1.90
P 2.04 0.89 -1.86
H 2.86 2.03 -1.87
H -0.16 -1.62 1.79
H -3.28 -1.40 -1.61
H -2.57 -1.38 -1.37
P 0.15 1.75 -0.69


Stability verdict: one, ahead by 17.6 kcal/mol


## one
The following is a DFT calculation (the ωB97M-V functional and the def2-TZVPD basis) of a 6-piece molecular cluster, H12O6 overall.

Output
Kohn-Sham gap (spin up / spin down) ... 3.449 / 11.385 eV
Highest occupied orbital energy (spin up / spin down) ... 0.1342 / -7.8725 eV
<S²> ... 0.750
Total charge ... -1
E_LUMO (spin up / spin down) ... 3.583 / 3.513 eV
2S+1 ... 2

Cartesian coordinates (Å):
H -0.97 -2.66 0.76
H 1.74 -1.27 -2.03
O -3.25 0.62 -0.25
H 2.40 1.70 -0.53
H -1.89 0.70 2.38
H 1.33 -1.35 -3.49
H 0.65 -0.79 -0.23
O -1.31 1.10 1.73
H -0.22 0.45 -0.30
H -0.85 1.79 2.21
O -0.03 -2.55 0.60
H 2.87 2.12 0.85
H 0.36 -2.47 1.47
O 2.00 -1.64 -2.87
O 3.06 2.23 -0.08
H -3.94 1.22 0.02
H -2.57 0.72 0.41
O 0.60 0.08 -0.63


## two
The following is a DFT calculation (the ωB97M-V functional and the def2-TZVPD basis) of a 6-piece molecular cluster, H12O6 overall.

Output
Kohn-Sham gap (spin up / spin down) ... 3.046 / 10.993 eV
Highest occupied orbital energy (spin up / spin down) ... 0.6927 / -7.5040 eV
<S²> ... 0.751
Total charge ... -1
E_LUMO (spin up / spin down) ... 3.739 / 3.489 eV
2S+1 ... 2

Cartesian coordinates (Å):
H 1.99 -1.36 -0.54
H 0.47 0.99 -1.37
H 0.48 1.23 2.44
H -1.34 -1.36 1.49
H -0.63 2.17 2.02
H 0.13 -1.81 2.14
H -0.66 -1.51 -2.29
H 2.72 -2.48 0.47
H -1.90 2.13 -1.65
O -2.38 1.43 -1.19
H 1.46 1.88 -1.64
O 0.62 1.93 -1.17
O -0.37 -1.72 1.27
O -0.48 1.43 2.64
O 2.48 -1.59 0.33
H -0.60 -1.38 -0.74
O -0.26 -1.04 -1.56
H -1.74 1.05 -0.65


Stability verdict: one, ahead by 24.6 kcal/mol


## one
The following is a DFT calculation (the ωB97M-V functional and the def2-TZVPD basis) of C34H25GdN7O5 as an isolated structure.

Output
Kohn-Sham gap (spin up / spin down) ... 5.328 / 5.060 eV
Highest occupied orbital energy (spin up / spin down) ... -3.6301 / -5.4063 eV
<S²> ... 15.912
Total charge ... -1
E_LUMO (spin up / spin down) ... 1.698 / -0.347 eV
2S+1 ... 8

Cartesian coordinates (Å):
C -4.58 1.79 -2.31
H -5.30 2.27 -1.66
C -4.73 1.97 -3.68
H 4.04 0.12 6.42
C -2.56 0.54 -2.76
H 1.74 -2.92 0.26
C -2.73 0.76 -4.13
H 1.51 -2.35 -6.86
H 0.27 -1.82 6.37
H -5.57 2.54 -4.05
N -5.10 4.38 1.38
H -4.65 1.83 0.68
N -4.58 3.24 5.58
C 3.01 -3.55 -4.09
C 0.38 -1.43 -2.46
C -4.15 3.20 4.51
H 3.75 0.81 4.02
C 4.49 -0.72 -0.64
O 0.02 -1.08 -0.14
C 1.19 -2.05 -3.49
C 2.25 -2.87 -3.11
H 2.31 -1.24 7.53
H -5.30 0.36 -0.10
C 4.62 -1.24 0.67
C 3.16 -0.15 5.84
H 1.89 1.29 -0.09
C 2.61 0.53 0.11
H 0.21 -1.19 -5.20
H -2.00 0.37 -4.84
C -4.44 3.84 2.16
C 2.76 -3.34 -5.43
H 3.81 -1.38 2.61
C -3.70 3.15 3.18
C 0.99 -1.84 -4.87
C 1.81 -0.17 3.83
C -2.57 2.37 2.80
C 3.50 0.19 -0.90
C 0.62 -1.68 -1.09
Gd -0.85 1.02 0.18
C -3.52 1.04 -1.86
H -0.99 1.27 3.40
C -4.42 0.79 0.36
H 3.83 -4.22 -3.81
H -0.05 -1.15 4.00
C 1.05 -1.28 5.84
C 2.97 0.22 4.52
N -1.41 -0.02 -2.17
C 3.72 -0.89 1.66
C 1.73 -2.49 -5.83
H 3.37 -3.84 -6.20
C 1.59 0.26 2.39
C 1.59 -2.67 -0.78
H -3.95 1.62 -5.64
H 5.44 -1.94 0.91
O -3.30 0.75 -0.55
C 0.85 -0.88 4.51
H -2.03 1.82 4.70
O -1.54 2.87 -1.29
C 2.67 -0.02 1.38
N -1.84 1.70 3.72
N 0.51 0.84 2.10
H 3.19 -3.86 -1.44
H 3.43 0.61 -1.89
O 0.53 2.64 -1.17
N -0.45 3.26 -1.68
H 5.20 -1.00 -1.43
C -3.83 1.45 -4.60
H -4.11 0.21 1.23
C 2.40 -3.20 -1.74
C 2.20 -0.93 6.51
O -2.24 2.23 1.59
N -0.73 -0.72 -2.94


## two
The following is a DFT calculation (the ωB97M-V functional and the def2-TZVPD basis) of C34H25GdN7O5 as an isolated structure.

Output
Kohn-Sham gap (spin up / spin down) ... 6.761 / 4.316 eV
Highest occupied orbital energy (spin up / spin down) ... -4.9517 / -4.9000 eV
<S²> ... 16.038
Total charge ... -1
E_LUMO (spin up / spin down) ... 1.809 / -0.584 eV
2S+1 ... 8

Cartesian coordinates (Å):
C 1.41 3.22 4.77
O -0.83 -2.01 0.15
C 0.97 2.95 -0.44
C -0.44 0.47 -3.29
C 4.70 2.32 6.13
H 0.73 2.25 -3.62
H 2.72 -2.48 2.97
C -3.70 -0.68 -2.81
C -2.86 -1.08 -3.81
H 3.40 4.03 6.11
C -1.59 -1.75 -3.27
H 5.49 2.69 6.75
C -4.94 -0.02 -3.10
C 1.63 -4.64 0.69
H 0.01 -4.29 -0.71
C 3.86 0.40 4.91
H -3.37 -0.78 -1.76
C -5.31 0.10 -4.41
N 1.79 0.56 -0.05
C 2.44 -4.16 1.67
H -2.65 -1.41 -5.92
H -5.52 0.40 -2.27
H -2.74 -3.39 -4.70
O -3.46 -0.30 1.87
N 1.54 -0.54 3.11
C 0.51 -3.95 0.21
N -1.53 -3.04 -3.01
O -1.19 2.00 -0.35
C -0.47 -0.89 -2.96
H -0.47 5.10 -0.59
H -1.98 4.39 -0.67
C 1.64 4.14 -0.50
H -6.17 0.65 -4.65
H 2.90 1.08 -3.10
N -1.00 4.27 -0.61
C -0.46 3.05 -0.44
O -5.18 0.08 0.73
C 0.14 -2.76 0.72
N 0.67 -0.96 2.25
H 3.32 -4.76 1.98
O -0.68 1.31 2.72
C 1.49 0.71 3.64
C 3.53 2.97 5.83
C 4.80 1.04 5.66
H -2.05 -4.85 -4.00
C 2.51 2.38 5.06
H -0.45 3.49 3.68
N 2.09 5.22 -0.59
C -2.43 -3.89 -3.80
C 1.94 -0.81 -2.56
C 2.61 1.09 4.54
C 1.52 1.69 -0.24
H -3.36 -3.90 -3.20
H 1.95 -5.56 0.18
H 4.04 -0.61 4.56
H -4.74 -0.19 -6.47
C 0.31 1.57 3.48
C 1.97 0.52 -3.00
H 2.84 -1.31 -2.23
H 0.68 -2.49 -2.14
H -1.38 0.96 -3.60
C 0.95 -2.30 1.83
C 0.35 2.85 4.03
C -3.35 -1.08 -5.13
Gd -1.34 0.05 0.98
H 5.69 0.44 5.86
C 2.05 -2.99 2.25
N -3.97 -0.12 0.72
C -4.50 -0.39 -5.43
H 1.45 4.23 5.17
C 0.76 1.18 -3.30
C 0.71 -1.44 -2.48


Stability verdict: two, ahead by 70.4 kcal/mol


## one
The following is a DFT calculation (the ωB97M-V functional and the def2-TZVPD basis) of C23H17CdCl5N2O3 as an isolated structure.

Output
Kohn-Sham gap ... 4.863 eV
Highest occupied orbital energy ... -0.4784 eV
Total charge ... -2
E_LUMO ... 4.384 eV

Cartesian coordinates (Å):
H -3.47 -3.00 0.03
O 0.30 -2.13 1.32
C -4.61 -2.51 -1.71
C 3.28 1.22 4.63
C -3.26 -0.07 -1.68
C 1.92 -3.18 -1.94
N -0.07 2.60 1.03
C 2.61 3.18 3.44
O 0.55 0.33 2.47
C 0.77 3.14 1.83
C 1.55 -2.25 -0.99
H -1.84 3.58 -1.69
C -3.70 -2.26 -0.73
H 1.19 -4.00 2.12
H -5.63 -1.75 -3.48
H 4.19 3.18 4.88
C -4.22 -0.35 -2.66
H -4.42 0.41 -3.41
N -1.64 1.59 -1.00
Cd -0.02 0.16 0.20
C 3.44 2.60 4.37
C 2.33 0.48 3.99
C -2.97 -1.02 -0.64
C -1.15 2.94 -1.11
Cl 0.82 1.00 -3.19
H 0.86 4.24 1.85
C -0.93 3.50 0.29
Cl 2.62 -3.93 -4.47
Cl 1.54 -2.90 0.92
H -0.19 2.93 -1.63
C 2.93 -2.70 1.24
C 1.27 -0.62 -2.65
H 3.94 0.74 5.35
C 1.75 -1.49 -3.63
C -2.62 1.22 -1.72
C 1.13 -0.97 -1.31
C 1.63 2.44 2.75
H 1.38 -4.03 0.30
Cl 2.28 -4.84 -1.49
H -3.05 1.94 -2.44
Cl 1.95 -0.99 -5.29
H -1.90 3.56 0.80
H 2.22 -0.59 4.18
C 2.06 -2.80 -3.27
H -5.12 -3.46 -1.73
C 1.44 1.04 3.01
O -2.18 -0.81 0.32
H 3.78 -2.59 1.86
H 2.69 4.24 3.22
H -0.52 4.52 0.23
C -4.90 -1.55 -2.70


## two
The following is a DFT calculation (the ωB97M-V functional and the def2-TZVPD basis) of C23H17CdCl5N2O3 as an isolated structure.

Output
Kohn-Sham gap ... 6.125 eV
Highest occupied orbital energy ... -1.7631 eV
Total charge ... -2
E_LUMO ... 4.362 eV

Cartesian coordinates (Å):
C -4.56 -0.61 -0.65
H -4.98 3.00 0.66
C 1.26 -3.67 -1.65
H -0.95 3.45 2.47
C 0.80 -2.48 -3.68
C 0.33 -1.41 -1.53
Cl 1.86 -5.09 -0.84
H -1.81 2.41 -1.86
H 5.83 -2.44 2.87
H 4.38 -1.79 -1.14
C -0.44 2.70 1.86
N -1.37 1.77 1.25
H -0.70 3.33 -2.86
C -2.55 2.16 1.00
C -3.39 0.04 -0.11
H -1.22 3.97 -1.31
C 1.27 -3.62 -3.04
C -5.97 1.33 -0.24
H 1.17 2.57 3.27
C 3.33 -0.65 0.37
C 3.28 -0.44 1.79
C 4.19 -1.07 2.65
N 1.28 0.98 1.86
H 4.12 -0.86 3.71
C 0.51 1.89 2.71
H -6.63 -0.53 -1.13
C 4.34 -1.59 -0.07
O -2.27 -0.54 -0.08
H 5.93 -2.92 0.42
O 0.18 2.44 -1.21
Cl 1.88 -4.95 -3.97
Cl 0.79 -2.41 -5.42
O 2.58 -0.07 -0.45
H -2.84 3.19 1.28
H -0.07 1.31 3.44
C -5.79 0.01 -0.71
C 2.31 0.45 2.40
C -0.90 3.04 -1.81
C -3.61 1.38 0.38
H -4.43 -1.62 -1.02
Cl 0.82 -2.66 0.81
H 2.51 0.67 3.46
Cd 0.07 0.48 -0.31
C 5.15 -1.96 2.19
C 0.33 -1.41 -2.92
Cl -0.29 -0.01 -3.77
H -6.94 1.82 -0.30
H 0.12 3.20 1.06
C 0.78 -2.58 -0.94
C 5.20 -2.21 0.80
C -4.88 1.98 0.29


Stability verdict: two, ahead by 326.2 kcal/mol